Density functional theory data (ωB97M-V/def2-TZVPD) for a cluster of 3 separate species, C2H10N2O2 in total in a non-equilibrium geometry.

Element x y z (Å)
1 C -0.7559 0.2293 2.2257
2 N -0.1837 0.8946 1.0728
3 C -0.8077 0.8139 -0.1349
4 N -0.1947 0.4243 -1.1832
5 H -1.5119 -0.5047 1.9538
6 H -1.2027 0.9163 2.9385
7 H 0.0185 -0.3408 2.7195
8 H 0.8168 0.9736 0.9953
9 H -1.9007 0.9215 -0.0720
10 H -0.6435 0.6965 -2.0487
11 H -0.8950 -1.6069 -1.7903
12 H -0.1057 -2.1667 -2.9710
13 O -0.7813 -2.4017 -2.3258
14 H 3.2967 -0.0623 -0.2132
15 H 2.1925 0.5476 -1.0043
16 O 2.6584 0.6653 -0.1622

Forces on the atoms, in the same order (eV/Å):
-0.0896 0.0282 0.2153
-0.4089 0.1786 -0.5224
-0.4838 -1.0703 0.6288
1.0195 1.1088 -0.5768
-0.0825 0.0628 -0.2404
0.0137 0.1679 0.1383
0.2363 -0.0371 0.2372
0.3065 -0.4456 0.0557
0.1304 0.3784 -0.1467
-0.6194 -0.3500 -0.0049
0.2234 0.0216 0.0188
-0.0595 0.0052 0.1314
-0.0851 -0.0708 -0.1218
-0.0315 0.2950 0.3738
-0.5242 0.2485 0.2713
0.4548 -0.5214 -0.4575

E_LUMO in eV: 0.9
Kohn-Sham gap in eV: 10.176
ΔE to the lowest compared entry with this formula, charge and spin in kcal/mol: 14.79
Max |F| in Eh/bohr: 0.0314

Density functional theory data (ωB97M-V/def2-TZVPD) for a structure of composition C32H24As2Cl5Ti.

Element x y z (Å)
1 Ti -0.4153 -1.2575 0.3794
2 Cl 0.5117 -3.1031 3.5714
3 C 0.0984 -3.9405 2.1219
4 C -0.1473 -3.2057 0.9709
5 C -0.5042 -3.9058 -0.1586
6 Cl -0.8241 -2.8470 -1.5560
7 C -0.6383 -5.2759 -0.2447
8 Cl -1.0978 -6.0338 -1.7004
9 C -0.3674 -5.9954 0.9262
10 Cl -0.4903 -7.6915 0.9046
11 C -0.0005 -5.3311 2.1105
12 Cl 0.3133 -6.2266 3.5270
13 C 3.0498 0.1288 0.0031
14 C 2.4783 -0.2120 -1.3722
15 As 0.6386 0.4235 -1.5512
16 C 0.0802 -0.0694 -3.3242
17 C 0.9920 -0.1728 -4.3692
18 C 0.5427 -0.5094 -5.6377
19 C -0.8088 -0.7314 -5.8647
20 C -1.7215 -0.6143 -4.8253
21 C -1.2770 -0.2846 -3.5538
22 C 0.7444 2.3410 -1.4940
23 C -0.4537 3.0506 -1.4852
24 C -0.4332 4.4361 -1.4994
25 C 0.7811 5.1107 -1.5202
26 C 1.9740 4.4017 -1.5388
27 C 1.9604 3.0135 -1.5298
28 As 1.9173 -0.5441 1.4606
29 C -1.9565 -0.6998 1.3540
30 C -3.0862 -0.7526 0.5265
31 C -4.3448 -0.6296 1.0946
32 C -4.4586 -0.4572 2.4688
33 C -3.3332 -0.4036 3.2900
34 C -2.0719 -0.5343 2.7399
35 C 1.7446 0.8936 2.7032
36 C 1.7173 2.2243 2.2744
37 C 1.5086 3.2315 3.2012
38 C 1.3558 2.9212 4.5476
39 C 1.3939 1.5991 4.9750
40 C 1.5774 0.5808 4.0560
41 H 3.1418 1.2017 0.1671
42 H 4.0468 -0.2979 0.1273
43 H 2.4288 -1.2938 -1.5242
44 H 3.1155 0.1852 -2.1630
45 H 2.0472 0.0114 -4.2117
46 H 1.2500 -0.5926 -6.4517
47 H -1.1526 -0.9903 -6.8569
48 H -2.7759 -0.7742 -5.0059
49 H -1.9967 -0.1777 -2.7476
50 H -1.4049 2.5298 -1.4704
51 H -1.3629 4.9885 -1.4981
52 H 0.7975 6.1921 -1.5340
53 H 2.9189 4.9272 -1.5755
54 H 2.9004 2.4789 -1.5860
55 H -3.0031 -0.8862 -0.5520
56 H -5.2297 -0.6642 0.4742
57 H -5.4422 -0.3650 2.9101
58 H -3.4497 -0.2693 4.3568
59 H -1.1939 -0.5075 3.3750
60 H 1.8334 2.4842 1.2294
61 H 1.4725 4.2616 2.8733
62 H 1.2112 3.7150 5.2680
63 H 1.2866 1.3648 6.0254
64 H 1.6118 -0.4492 4.3890

Forces on the atoms, in the same order (eV/Å):
0.1893 -0.2761 -0.2522
0.0004 -0.0072 0.0239
-0.0170 0.0237 -0.0474
0.0557 0.1111 -0.0842
0.0294 0.0769 0.0405
0.0202 0.0044 -0.0622
0.0010 -0.0331 0.0150
-0.0023 0.0057 -0.0087
-0.0072 -0.0393 -0.0205
-0.0007 0.0106 -0.0012
0.0104 0.0429 0.0312
-0.0009 -0.0079 -0.0042
-0.0429 0.0343 0.0939
0.0519 -0.0007 0.0004
0.1786 -0.3608 0.1649
-0.0534 0.0678 -0.0101
0.0292 -0.0200 0.0277
-0.0098 -0.0021 -0.0091
0.0050 0.0016 0.0060
0.0033 0.0024 -0.0060
0.0102 0.0169 0.0195
-0.1576 -0.0089 0.0018
-0.0103 -0.0045 0.1143
0.0239 0.0122 0.0008
-0.0088 -0.0150 0.0013
-0.0012 0.0075 0.0020
0.0423 -0.0037 -0.0899
-0.1812 0.2356 -0.2720
-0.2334 0.1645 0.4253
0.1282 0.0218 -0.0286
-0.0332 0.0422 -0.0071
0.0078 0.0029 -0.0113
-0.0137 -0.0018 -0.0035
-0.0477 0.0531 -0.0232
0.0168 -0.1342 0.0028
0.0263 0.0268 0.0015
0.0071 -0.0062 0.0079
0.0020 -0.0089 -0.0205
-0.0036 0.0085 0.0236
-0.0490 -0.0093 -0.0133
0.0387 0.0005 -0.0482
-0.0246 -0.0547 0.0388
0.0436 0.0005 -0.0095
-0.0344 0.0523 -0.0039
0.0008 -0.0062 -0.0058
0.0001 0.0007 0.0003
0.0004 0.0004 0.0001
0.0008 -0.0014 -0.0005
-0.0072 0.0018 -0.0061
-0.0022 0.0048 0.0017
0.0020 0.0033 -0.0017
-0.0025 -0.0001 0.0013
-0.0017 0.0034 0.0004
-0.0076 0.0033 0.0034
0.0147 -0.0379 -0.0013
0.0014 -0.0048 -0.0024
0.0010 0.0000 0.0009
0.0002 -0.0002 0.0000
-0.0004 -0.0047 -0.0033
-0.0019 0.0018 -0.0039
0.0055 0.0010 0.0020
-0.0031 -0.0013 0.0019
0.0002 -0.0009 -0.0015
0.0112 0.0044 0.0083

E_LUMO (alpha / beta) in eV: -7.2 / -8.4
Kohn-Sham gap (alpha / beta) in eV: 7.097 / 5.964
ΔE to the lowest compared entry with this formula, charge and spin in kcal/mol: 4.06
Net charge: +2
Max |F| in Eh/bohr: 0.0100
Multiplicity: 2

Density functional theory data (ωB97M-V/def2-TZVPD) for a structure of composition C33H41BiN5O5S.

Element x y z (Å)
1 Bi -0.5906 0.2250 0.4132
2 C -1.9513 3.1295 -1.1659
3 N -0.7894 2.5934 -1.8706
4 C -1.0527 2.5526 -3.3134
5 C -0.8063 1.2011 -3.9740
6 C -1.4554 0.0178 -3.2439
7 N -0.5245 -0.5656 -2.2790
8 C 0.1798 -1.5321 -2.7039
9 C 1.2863 -2.1504 -1.9795
10 C 2.2956 -2.7539 -2.7343
11 C 3.4169 -3.3005 -2.1426
12 C 3.5180 -3.2623 -0.7508
13 C 2.5229 -2.6996 0.0191
14 C 1.3773 -2.1286 -0.5713
15 O 0.4252 -1.6677 0.1987
16 C 0.3986 3.3606 -1.5138
17 C 1.7114 2.8440 -2.0888
18 C 2.0626 1.3925 -1.7767
19 N 1.9320 1.0591 -0.3682
20 C 2.9835 0.6662 0.2327
21 C 3.1191 0.2698 1.6243
22 C 4.4211 -0.0342 2.0501
23 C 4.7105 -0.3825 3.3497
24 C 3.6547 -0.4321 4.2678
25 C 2.3666 -0.1503 3.8864
26 C 2.0373 0.2051 2.5503
27 O 0.8080 0.4522 2.2538
28 H -2.2040 4.1453 -1.5205
29 H -1.7434 3.1892 -0.0996
30 H -2.8045 2.4695 -1.3123
31 H -0.4708 3.3320 -3.8271
32 H -2.1025 2.8152 -3.4700
33 H 0.2655 1.0116 -4.0809
34 H -1.2032 1.2555 -4.9932
35 H -1.7591 -0.7501 -3.9648
36 H -2.3531 0.3179 -2.7069
37 H 0.0183 -1.9137 -3.7229
38 H 2.1870 -2.7779 -3.8144
39 H 4.1955 -3.7528 -2.7426
40 H 4.3871 -3.6855 -0.2596
41 H 2.5912 -2.6724 1.0993
42 H 0.4657 3.3688 -0.4244
43 H 0.2801 4.4162 -1.8288
44 H 2.4994 3.4974 -1.6984
45 H 1.7346 2.9640 -3.1776
46 H 3.0823 1.1832 -2.1326
47 H 1.3902 0.7332 -2.3227
48 H 3.9284 0.6198 -0.3310
49 H 5.2165 0.0080 1.3120
50 H 5.7233 -0.6133 3.6521
51 H 3.8520 -0.7081 5.2984
52 H 1.5432 -0.2081 4.5874
53 O -3.9989 -1.2795 -1.5519
54 C -3.6024 -0.8412 -0.4757
55 O -2.7842 0.1462 -0.3418
56 C -4.1696 -1.4093 0.8069
57 C -5.4825 -1.8734 0.7268
58 C -6.1637 -2.3563 1.8280
59 C -5.5056 -2.3966 3.0510
60 C -4.1967 -1.9659 3.1430
61 C -3.4908 -1.4643 2.0353
62 S -1.8067 -1.0560 2.3965
63 H -5.9562 -1.8431 -0.2459
64 H -7.1872 -2.6976 1.7339
65 H -6.0044 -2.7704 3.9380
66 H -3.6768 -2.0197 4.0922
67 C -1.1937 1.5217 4.8211
68 N -1.4200 2.3269 3.6422
69 C -2.7867 2.3731 3.1581
70 C -0.4227 2.8403 2.8805
71 O -0.5757 3.0894 1.6869
72 N 0.8003 3.0659 3.5201
73 C 1.8667 3.4184 2.5943
74 C 0.7605 3.9769 4.6573
75 H -1.6852 0.5552 4.6834
76 H -1.6035 1.9958 5.7215
77 H -0.1291 1.3495 4.9500
78 H -3.4401 2.7155 3.9657
79 H -3.1125 1.3879 2.8166
80 H -2.8509 3.0689 2.3258
81 H 1.9111 2.6936 1.7873
82 H 2.8107 3.4043 3.1409
83 H 1.7164 4.4149 2.1587
84 H -0.0090 3.6913 5.3688
85 H 0.5724 5.0118 4.3381
86 H 1.7229 3.9488 5.1699

Forces on the atoms, in the same order (eV/Å):
0.0489 -0.0224 0.0566
0.0029 0.0521 0.0350
-0.0336 -0.0062 -0.0687
0.0155 0.0468 0.0965
0.0428 0.0185 -0.0702
-0.0229 -0.0529 0.0771
-0.0717 -0.0969 -0.0343
-0.0225 0.0447 0.0422
-0.0091 0.0042 -0.0285
0.0174 -0.0367 0.0074
-0.0145 0.0092 -0.0015
0.0168 -0.0120 0.0449
-0.0292 -0.0091 -0.0176
0.0017 0.0204 -0.0553
-0.0330 -0.0810 0.1623
-0.0075 0.0186 0.0309
0.0694 0.0673 0.0005
-0.0017 -0.0848 0.0086
0.0273 0.0058 -0.0305
0.0052 0.0014 0.0141
0.0120 0.0395 0.0185
-0.0384 -0.0118 -0.0023
0.0098 0.0088 -0.0244
0.0040 -0.0212 0.0932
-0.0221 0.0265 -0.0697
-0.0366 -0.1552 -0.0631
0.0150 -0.0075 -0.0152
-0.0074 -0.0190 -0.0132
-0.0139 -0.0159 -0.0382
-0.0160 0.0000 -0.0193
-0.0006 -0.0101 -0.0134
-0.0111 -0.0485 -0.0017
-0.0072 -0.0082 -0.0061
-0.0319 0.0024 0.0167
0.0400 0.0215 -0.0361
-0.0036 0.0311 0.0128
0.0324 0.0191 -0.0177
-0.0023 0.0097 0.0003
-0.0034 0.0005 -0.0041
0.0052 -0.0006 -0.0145
0.0025 -0.0014 -0.0007
-0.0181 -0.0277 -0.0030
0.0118 -0.0118 -0.0204
0.0088 -0.0180 0.0066
-0.0392 -0.0114 -0.0024
0.0057 0.0337 -0.0019
0.0136 0.0617 0.0317
-0.0101 0.0056 -0.0092
0.0112 0.0055 0.0094
-0.0025 -0.0051 0.0007
0.0073 0.0004 -0.0066
0.0278 -0.0248 0.0088
0.0240 0.0154 0.0132
-0.0741 0.0103 0.0513
-0.0013 -0.0637 -0.1016
0.0774 -0.0090 -0.0102
-0.0628 -0.0204 0.0051
0.0027 0.0078 -0.0157
0.0351 0.0013 0.0417
0.0115 0.0212 -0.0194
-0.0429 -0.0038 0.0733
0.0968 0.0523 -0.3059
0.0209 0.0137 -0.0080
0.0009 -0.0037 0.0090
-0.0208 -0.0064 -0.0160
-0.0058 -0.0020 0.0072
-0.0405 -0.0785 0.1267
-0.0306 0.2485 0.1535
0.0400 -0.0392 -0.1045
0.1165 -0.2919 0.1292
-0.0539 0.0953 -0.1064
-0.0664 0.3905 -0.0405
0.0508 -0.0062 0.0259
-0.0078 -0.1135 0.0237
0.0572 0.0403 -0.0119
0.0225 0.0602 -0.0146
-0.0022 0.0038 -0.0229
-0.0098 -0.0405 0.0008
-0.0317 -0.0061 0.0223
0.0069 -0.0047 0.0078
-0.0438 0.0259 0.0016
0.0076 -0.0237 -0.0107
0.0070 0.0046 0.0146
-0.0431 -0.0230 -0.0032
0.0103 0.0112 0.0069
0.0041 -0.0210 -0.0073

E_LUMO in eV: 2.7
Kohn-Sham gap in eV: 7.359
ΔE to the lowest compared entry with this formula, charge and spin in kcal/mol: 0.00
Net charge: -1
Max |F| in Eh/bohr: 0.0077

Density functional theory data (ωB97M-V/def2-TZVPD) for a structure of composition C21H17BBeClF2N3O5 in a non-equilibrium geometry.

Element x y z (Å)
1 Be -0.8261 -1.3054 1.0963
2 O 6.0761 0.0438 1.5872
3 N 5.5302 -0.9741 1.1932
4 O 6.0738 -2.0577 1.1273
5 C 4.0500 -0.9127 1.0000
6 C 3.5961 -1.7785 0.0809
7 C 2.2855 -2.1917 -0.3726
8 C 2.2083 -3.0391 -1.4752
9 C 0.9954 -3.4867 -1.9795
10 C -0.1622 -3.0451 -1.3627
11 N -0.1271 -2.2431 -0.3090
12 C 1.0496 -1.8524 0.2399
13 C 2.4130 0.9677 1.2864
14 N 1.7459 1.8632 2.0044
15 C 2.0438 1.9803 3.2945
16 C 3.0489 1.2459 3.8995
17 C 3.7364 0.3133 3.1479
18 C 3.4103 0.1396 1.8055
19 H 4.3923 -2.3375 -0.3997
20 H 3.1298 -3.3499 -1.9538
21 H 0.9503 -4.1456 -2.8324
22 H -1.1428 -3.3329 -1.7211
23 H 1.4715 2.7100 3.8547
24 H 3.2850 1.3999 4.9428
25 H 4.5130 -0.2875 3.6025
26 Cl 6.2906 4.0972 -3.4197
27 C 5.1151 3.2512 -2.4681
28 C 3.8460 3.0420 -2.9905
29 C 2.9151 2.3623 -2.2318
30 C 3.2383 1.9016 -0.9533
31 C 4.5120 2.1388 -0.4415
32 C 5.4588 2.8043 -1.2032
33 C 2.1803 1.1739 -0.1988
34 O 1.1370 0.8814 -0.7577
35 O 0.8509 -1.1664 1.2992
36 H 3.6027 3.4076 -3.9780
37 H 1.9237 2.1754 -2.6194
38 H 4.7903 1.8065 0.5480
39 H 6.4531 2.9774 -0.8176
40 C -2.9722 1.8295 0.5891
41 C -1.7590 1.2587 1.2818
42 O -1.1743 0.2044 0.4798
43 H -3.4350 2.5887 1.2209
44 H -3.7057 1.0459 0.4023
45 H -2.7020 2.2909 -0.3610
46 H -2.0277 0.8091 2.2365
47 H -0.9876 2.0101 1.4576
48 H -0.3788 0.5293 -0.0013
49 F -1.9510 -3.3457 2.7649
50 B -2.0297 -2.0675 2.3566
51 F -3.0668 -1.4283 2.9387

Forces on the atoms, in the same order (eV/Å):
-0.0143 0.2008 -0.0774
0.1388 0.0044 -0.4736
-0.2802 -0.1887 1.2763
0.1156 0.1307 -0.5420
0.1407 0.3186 -0.4701
0.0910 -0.1938 0.1564
-0.1114 0.1166 0.0931
-0.0516 0.0077 -0.0323
-0.0063 0.0562 0.0391
-0.0212 0.0279 -0.0769
0.0262 -0.0391 0.1476
0.1297 -0.0896 -0.2796
0.4256 0.3550 -0.2226
-0.1483 0.0232 0.0180
-0.0365 -0.0282 -0.0930
0.0597 -0.0443 0.1015
-0.1799 -0.0847 -0.0030
-0.3225 -0.2124 0.0491
0.0275 -0.0170 0.0307
0.0189 -0.0017 0.0121
-0.0130 -0.0072 -0.0092
-0.0095 -0.0045 -0.0004
-0.0075 0.0005 0.0060
-0.0078 -0.0089 0.0130
-0.0052 0.0022 -0.0071
-0.0089 -0.0131 0.0121
0.0468 0.0221 0.0026
-0.0094 -0.0021 -0.0125
0.0392 -0.0662 0.0105
-0.0136 -0.1173 -0.0818
-0.0133 0.0606 0.0041
-0.0224 0.0044 -0.0118
0.0221 0.0050 -0.1225
-0.0327 0.1095 0.1986
0.2296 -0.2699 0.3315
0.0006 0.0014 -0.0021
-0.0131 0.0016 -0.0007
-0.0110 -0.0107 0.0144
0.0098 0.0086 0.0029
-0.0020 0.0195 -0.0079
0.0240 0.0046 0.0703
-0.1808 -0.0623 -0.0975
0.0039 0.0081 -0.0013
-0.0074 -0.0080 0.0033
0.0030 -0.0022 -0.0127
-0.0109 0.0063 -0.0204
-0.0116 -0.0124 -0.0033
0.0244 0.0237 0.0520
-0.0173 -0.0567 0.0431
0.0529 -0.0345 -0.0763
-0.0598 0.0565 0.0497

E_LUMO in eV: -0.9
Kohn-Sham gap in eV: 7.790
Max |F| in Eh/bohr: 0.0257

Density functional theory data (ωB97M-V/def2-TZVPD) for a cluster of 2 separate species, C2H8N2O2 in total in a non-equilibrium geometry.

Element x y z (Å)
1 C -1.5428 0.0068 1.7030
2 N -1.1822 0.9344 0.6009
3 H -0.7028 -0.6567 1.9364
4 H -1.7879 0.5213 2.6305
5 H -2.3989 -0.5908 1.4320
6 H -0.2201 -0.0288 -0.1628
7 H -0.5294 1.6264 0.9600
8 H -2.0097 1.4302 0.2977
9 N 2.0335 -0.8755 -2.1129
10 C 1.4416 -0.2151 -1.1537
11 O 0.4820 -0.7448 -0.5075
12 O 1.8112 0.9815 -0.8394
13 H 2.9591 -0.6128 -2.4238
14 H 1.6463 -1.7761 -2.3606

Forces on the atoms, in the same order (eV/Å):
0.2367 0.0971 0.6002
0.7688 -0.8019 0.2779
-0.1435 0.0859 -0.2059
-0.0508 0.1685 -0.0411
-0.1400 -0.1843 -0.2603
-0.9122 0.7368 0.4447
-0.2177 0.1544 0.0150
0.0432 0.0203 -0.3276
0.5325 0.0634 0.0503
-0.1636 -0.7865 -0.2686
0.0188 0.1565 -0.1279
0.0696 0.3055 0.1074
-0.1130 -0.0165 -0.1880
0.0712 0.0010 -0.0760

E_LUMO (alpha / beta) in eV: -3.1 / -8.8
Kohn-Sham gap (alpha / beta) in eV: 11.896 / 6.144
ΔE to the lowest compared entry with this formula, charge and spin in kcal/mol: 1.58
Net charge: +1
Max |F| in Eh/bohr: 0.0244
Multiplicity: 2

Density functional theory data (ωB97M-V/def2-TZVPD) for a structure of composition C3H16N2O3 in a non-equilibrium geometry.

Element x y z (Å)
1 N -0.2132 0.6121 -1.0077
2 C -1.2760 -0.0924 -0.2617
3 C -0.6064 -0.7850 0.9071
4 N -0.2781 -2.1682 0.7512
5 C 0.4378 -2.4762 -0.4801
6 H -0.6491 1.2929 -1.6204
7 H 1.2279 0.0147 -1.9602
8 H -1.9893 0.6313 0.1332
9 H -1.8145 -0.7813 -0.9097
10 H 0.4122 -0.1778 0.9660
11 H -1.0570 -0.6564 1.8923
12 H -1.0856 -2.7761 0.8134
13 H 1.4865 -2.1701 -0.4052
14 H 0.4501 -3.5675 -0.6065
15 H 0.0091 -2.0038 -1.3659
16 H 1.2416 -0.0568 0.5833
17 H 2.6820 0.1305 -2.5642
18 O 1.9771 -0.5069 -2.3416
19 H -1.4139 3.2107 2.4489
20 H -0.5352 2.4498 1.4476
21 O -1.4659 2.5196 1.7833
22 H 1.6622 2.4892 0.5414
23 H 0.4327 1.2207 -0.1740
24 O 0.9202 1.9228 0.7707

Forces on the atoms, in the same order (eV/Å):
0.0364 -0.0745 0.6393
1.0302 1.5216 -0.4062
-1.4245 -2.8160 -0.3560
0.2749 0.6000 -0.4345
0.0531 -0.6388 -0.0472
0.1509 0.0485 -0.0681
0.0519 -0.3089 -0.0605
-0.1215 -0.0170 0.2691
0.0500 -0.4961 0.1361
1.2193 0.2285 0.4932
0.1747 0.4968 -0.0632
-0.0761 0.2356 0.6124
-0.1052 0.2583 0.0300
-0.0706 0.3140 -0.0173
0.1148 -0.0260 -0.0435
-1.0689 0.8284 0.1920
-0.6027 -0.4571 0.1428
0.6508 0.5943 -0.1238
-0.1465 -0.0131 0.0442
-0.2962 -0.0714 0.0652
0.3056 0.0430 -0.0381
0.0181 -0.0031 -0.0457
-1.2435 0.3821 -1.6043
1.0252 -0.6291 0.6839

E_LUMO in eV: -1.7
Kohn-Sham gap in eV: 6.993
ΔE to the lowest compared entry with this formula, charge and spin in kcal/mol: 135.31
Max |F| in Eh/bohr: 0.0618